Record 1
C7H9N3O2 | the ωB97M-V functional and the def2-TZVPD basis

Atoms and positions in Å:
1 C 2.505 1.245 0.182
2 C 2.795 -1.154 0.058
3 C 0.603 -0.121 -0.256
4 C -1.299 1.113 -0.196
5 C -1.971 -0.127 -0.184
6 C -1.280 -1.319 -0.248
7 C -3.457 -0.187 -0.014
8 H 3.566 1.405 -0.065
9 H 1.871 2.038 -0.061
10 H 2.451 1.279 1.324
11 H 2.640 -1.506 1.133
12 H 2.399 -2.076 -0.460
13 H 3.898 -1.016 -0.084
14 H -1.861 2.079 -0.065
15 H -1.882 -2.193 -0.206
16 H -4.934 0.963 -0.048
17 N 1.977 -0.033 -0.353
18 N 0.032 1.075 -0.316
19 N 0.081 -1.377 -0.252
20 O -3.999 1.045 -0.096
21 O -4.135 -1.133 0.207

As for the SMILES: CN(C)c1ncc(C(=O)O)cn1. The HOMO energy comes out at -8.76 eV.

Mulliken atomic charge list, values in e, 4 entries: -0.957 -0.866 0.443 -0.282

Record 2
C7H9N3S | the ωB97M-V functional and the def2-TZVPD basis

Atoms and positions in Å:
1 C 0.065 -2.512 0.149
2 C 3.607 -0.120 -0.893
3 C 3.803 0.380 0.358
4 C 1.602 -0.645 -0.186
5 C -2.043 -0.895 0.563
6 C -0.659 1.064 0.495
7 C 0.245 -1.125 -0.112
8 N -0.001 -3.648 0.247
9 N 2.488 -0.815 -1.056
10 N -0.708 -0.361 0.621
11 S 2.301 0.359 1.212
12 H 4.319 -0.432 -1.659
13 H 4.576 1.158 0.647
14 H -1.875 -1.943 0.953
15 H -2.772 -0.259 1.116
16 H -2.315 -0.991 -0.410
17 H 0.310 1.552 0.042
18 H -1.228 1.484 -0.311
19 H -0.764 1.570 1.476
20 H -0.686 -1.246 -1.644

The HOMO energy comes out at -8.94 eV.

Mulliken atomic charge list, values in e, 4 entries: 0.076 -0.403 -0.212 -0.101

Record 3
C7H9NO | the ωB97M-V functional and the def2-TZVPD basis

Atoms and positions in Å:
1 C 0.469 -0.948 -1.281
2 C 1.308 -1.423 -0.053
3 C 0.912 -0.405 1.014
4 C -0.879 1.275 1.068
5 C -1.414 1.184 -0.360
6 C -0.214 0.312 -0.579
7 C -0.512 -0.161 0.776
8 H -0.215 -1.791 -1.619
9 H 1.166 -0.876 -2.055
10 H 1.342 -2.456 0.198
11 H 2.336 -1.377 -0.268
12 H -1.635 1.486 1.841
13 H -1.592 2.090 -1.055
14 H -2.425 0.511 -0.262
15 H 0.501 1.070 -0.584
16 H -1.146 -1.018 0.725
17 N 1.567 0.705 1.306
18 O 0.432 1.821 1.186

The HOMO energy comes out at -8.98 eV.

Mulliken atomic charge list, values in e, 4 entries: -0.709 -0.782 0.437 0.033

Record 4
C7H9NO | the ωB97M-V functional and the def2-TZVPD basis

Atoms and positions in Å:
1 C -1.179 -1.605 -0.732
2 C 0.414 1.153 -1.726
3 N 0.658 -1.507 0.986
4 C 1.243 -0.383 1.532
5 C -0.115 -0.836 -0.027
6 C 0.076 0.679 0.829
7 C 0.539 0.361 -0.478
8 C -0.463 1.703 1.532
9 O 2.020 -0.189 2.406
10 H 1.204 -2.351 0.836
11 H -1.643 -1.016 -1.524
12 H -1.956 -1.924 -0.034
13 H -0.761 -2.503 -1.198
14 H -0.617 1.504 -1.869
15 H 1.034 2.051 -1.663
16 H 0.677 0.563 -2.607
17 H -0.467 2.716 1.147
18 H -0.664 1.585 2.590

The HOMO energy (spin up / spin down) comes out at -7.22 / -7.22 eV.

Mulliken atomic charge list, values in e, 4 entries: -1.310 -1.541 -0.171 0.453

Record 5
C7H9NO2 | the ωB97M-V functional and the def2-TZVPD basis

Atoms and positions in Å:
1 C 1.055 -1.446 2.139
2 C 1.413 -0.386 1.081
3 C 0.380 0.054 0.073
4 C 0.590 0.959 -0.935
5 C -0.630 1.186 -1.804
6 C -1.740 0.304 -1.066
7 C -0.975 -0.404 0.051
8 H 2.006 -1.646 2.577
9 H 0.330 -1.107 2.893
10 H 0.660 -2.338 1.667
11 H 1.493 2.390 -1.794
12 H -0.510 0.844 -2.861
13 H -0.858 2.251 -1.918
14 H -2.215 -0.497 -1.694
15 H -2.559 0.923 -0.736
16 H -0.982 -1.719 1.433
17 N -1.571 -1.359 0.697
18 O 2.506 0.139 1.160
19 O 1.605 1.854 -0.963

As for the SMILES: [H]/N=C1/CCC(O)=C1C(C)=O. The HOMO energy comes out at -8.95 eV.

Mulliken atomic charge list, values in e, 4 entries: -1.583 0.880 0.117 0.307

Record 6
C7H9NO2 | the ωB97M-V functional and the def2-TZVPD basis

Atoms and positions in Å:
1 C -0.889 -0.096 0.495
2 C 1.399 1.045 0.123
3 C -1.981 0.319 0.015
4 C 1.047 -1.791 0.179
5 C 1.800 -0.997 -0.847
6 C 0.178 -0.930 1.060
7 C -2.250 1.808 -0.238
8 N 0.439 0.530 1.033
9 O 1.424 2.208 -0.162
10 O 2.352 0.200 -0.289
11 H -2.886 -0.239 -0.200
12 H 0.321 -2.409 -0.197
13 H 1.877 -2.279 0.746
14 H 2.777 -1.471 -1.213
15 H 1.078 -0.754 -1.654
16 H 0.032 -1.372 2.103
17 H -3.200 2.085 0.010
18 H -2.153 1.872 -1.312
19 H -1.366 2.272 0.346

As for the SMILES: C/C=C1/[C@H]2CCOC(=O)N12. The HOMO energy comes out at -9.63 eV.

Mulliken atomic charge list, values in e, 4 entries: -0.213 0.588 -0.083 -0.485

Computed energy above the lowest of the compared OMol25 structures with the same formula, charge and spin, in the same sequence as the records: 80.22; 550.48; 694.73; 510.73; 153.26; 346.27 kJ/mol.
Computed DFT total energy, in the same sequence as the records: -586.88985; -834.40851; -401.87641; -401.94649; -477.33352; -477.26001 Eh.
Computed maximum force, in the same sequence as the records: 2.78; 4.91; 5.12; 3.70; 2.90; 5.62 eV/Å.